Record 1
101
Properties=species:S:1:pos:R:3 method="wB97M-V/def2-TZVPD" gap_ev=7.97 smiles="CC(C)CCC1=C(N)C(=O)C(F)=C(CCCC(=O)O)C1=O.CC(C)=O.CC(C)=O.CC(C)=O.CC(C)=O.CC(C)=O.CC(C)=O" largest_force_ev_per_a=0.773 de_lowest_ev=0.000 energy_ha=-2198.04262 spin_multiplicity=1 lumo_energy_ev=-0.97
C 2.63 0.20 2.28
C 3.65 1.06 1.53
C 2.97 2.35 1.02
C 4.28 0.34 0.34
C 4.88 -1.08 0.58
C 4.33 -2.08 -0.38
C 4.92 -2.46 -1.53
N 6.15 -2.02 -2.00
C 4.22 -3.42 -2.43
O 4.81 -4.13 -3.21
C 2.74 -3.48 -2.29
F 2.10 -3.95 -3.36
C 2.13 -3.17 -1.16
C 0.66 -3.24 -0.89
C 0.04 -1.87 -0.59
C -0.54 -1.13 -1.82
C 0.28 0.09 -2.14
O -0.09 1.22 -2.01
O 1.54 -0.22 -2.56
C 3.03 -2.72 -0.04
O 2.69 -2.90 1.11
H 1.91 -0.22 1.56
H 2.05 0.84 2.96
H 3.08 -0.61 2.85
H 4.46 1.36 2.21
H 2.18 2.68 1.71
H 3.68 3.17 0.88
H 2.48 2.17 0.05
H 3.50 0.25 -0.45
H 5.07 0.97 -0.09
H 4.70 -1.41 1.61
H 5.97 -1.00 0.44
H 6.56 -2.71 -2.63
H 6.82 -1.87 -1.25
H 0.50 -3.89 -0.02
H 0.16 -3.72 -1.73
H 0.78 -1.22 -0.09
H -0.77 -2.01 0.13
H -0.54 -1.79 -2.69
H -1.56 -0.80 -1.64
H 2.15 0.48 -2.27
C -1.08 2.90 5.26
C -0.50 1.51 5.19
C -1.07 0.49 6.14
O 0.37 1.22 4.40
H -0.59 3.54 4.53
H -2.15 2.88 5.05
H -0.93 3.31 6.26
H -2.15 0.38 5.98
H -0.92 0.82 7.17
H -0.58 -0.47 5.99
C -1.19 2.80 0.65
C -2.63 2.84 1.11
C -3.56 3.73 0.32
O -3.02 2.19 2.05
H -0.63 2.13 1.29
H -1.14 2.44 -0.38
H -0.76 3.80 0.69
H -3.59 3.42 -0.72
H -3.21 4.76 0.35
H -4.57 3.67 0.74
C 4.75 -6.85 -1.63
C 5.06 -6.93 -0.15
C 4.00 -7.56 0.73
O 6.10 -6.51 0.30
H 5.58 -6.37 -2.14
H 4.59 -7.84 -2.04
H 3.85 -6.26 -1.78
H 3.81 -8.58 0.41
H 3.07 -7.00 0.65
H 4.34 -7.56 1.76
C -8.72 4.72 0.15
C -7.89 3.46 0.05
C -8.23 2.35 1.01
O -6.99 3.35 -0.75
H -8.38 5.44 -0.59
H -9.77 4.48 -0.02
H -8.64 5.14 1.15
H -9.27 2.04 0.87
H -8.13 2.70 2.04
H -7.57 1.51 0.85
C 8.68 -3.77 -6.49
C 9.02 -3.92 -5.03
C 7.98 -4.57 -4.16
O 10.08 -3.54 -4.59
H 9.50 -3.29 -7.02
H 8.49 -4.75 -6.94
H 7.78 -3.17 -6.60
H 7.75 -5.58 -4.52
H 7.05 -4.00 -4.19
H 8.34 -4.63 -3.13
C -13.24 6.38 0.27
C -11.98 6.63 1.06
C -11.50 8.06 1.15
O -11.38 5.73 1.59
H -13.48 5.32 0.28
H -14.07 6.95 0.70
H -13.11 6.72 -0.76
H -12.27 8.68 1.61
H -11.31 8.45 0.15
H -10.59 8.11 1.74

Record 2
97
Properties=species:S:1:pos:R:3 method="wB97M-V/def2-TZVPD" gap_ev=8.55 largest_force_ev_per_a=1.433 charge=+1 de_lowest_ev=0.425 energy_ha=-2381.18813 spin_multiplicity=1 lumo_energy_ev=-2.26
O 1.81 1.70 -0.90
O 0.27 1.80 -3.96
C 1.55 3.17 -0.49
C 2.59 3.66 0.46
H 0.54 3.17 -0.06
H 1.53 3.68 -1.46
H 2.55 3.13 1.42
H 2.39 4.72 0.67
H 3.60 3.60 0.04
C 2.93 1.37 -1.88
C 3.16 2.51 -2.83
H 2.58 0.48 -2.40
H 3.80 1.14 -1.26
H 2.27 2.72 -3.43
H 3.96 2.23 -3.53
H 3.50 3.43 -2.32
C 0.29 0.52 -4.61
C -0.81 2.69 -4.25
C 1.46 0.42 -5.56
H -0.66 0.35 -5.14
H 0.37 -0.23 -3.81
H 1.36 1.13 -6.39
H 1.49 -0.59 -5.98
H 2.41 0.61 -5.04
C -0.51 3.54 -5.47
H -0.91 3.32 -3.35
H -1.74 2.12 -4.38
H 0.47 4.00 -5.41
H -1.26 4.33 -5.54
H -0.56 2.93 -6.38
H 1.71 1.04 -0.12
N -0.23 -0.39 2.78
C -1.25 -1.07 3.35
C -2.02 -2.01 2.64
C -1.68 -2.73 1.50
C -1.57 -0.75 4.77
H -1.85 0.30 4.90
H -0.73 -0.96 5.44
H -2.42 -1.37 5.09
C -2.51 -3.90 1.07
H -1.97 -4.85 1.20
H -2.82 -3.83 0.02
H -3.42 -3.95 1.69
N -0.57 -2.46 0.77
C 0.57 0.52 3.57
C 0.29 1.90 3.56
C -0.85 2.48 2.80
C 1.12 2.75 4.30
H 0.89 3.82 4.29
C 2.18 2.25 5.05
H 2.80 2.93 5.64
C 2.44 0.88 5.06
H 3.27 0.47 5.63
C 1.63 0.00 4.33
C 1.93 -1.46 4.35
C 0.05 -3.52 0.02
C -0.07 -3.58 -1.38
C -0.87 -2.56 -2.13
C 0.49 -4.66 -2.06
H 0.38 -4.71 -3.15
C 1.18 -5.66 -1.37
H 1.62 -6.50 -1.91
C 1.31 -5.58 0.02
H 1.84 -6.35 0.58
C 0.73 -4.53 0.73
C 0.83 -4.48 2.22
Al 0.04 -0.72 0.96
H -0.52 2.90 1.84
H -1.29 3.32 3.37
H -1.65 1.76 2.61
H 1.04 -2.07 4.53
H 2.67 -1.67 5.13
H 2.39 -1.79 3.40
H -0.63 -2.63 -3.21
H -0.66 -1.54 -1.81
H -1.96 -2.73 -2.04
H 1.15 -3.49 2.58
H 1.56 -5.21 2.56
H -0.13 -4.71 2.70
H -2.95 -2.31 3.13
C -0.71 0.63 -0.26
Si -2.59 0.92 -0.44
H -0.33 1.60 0.09
H -0.35 0.49 -1.29
C -2.88 2.76 -0.70
C -3.65 0.41 1.02
C -3.25 0.02 -1.95
H -2.58 0.14 -2.82
H -4.23 0.44 -2.23
H -3.38 -1.05 -1.76
H -2.37 3.37 0.06
H -3.95 2.99 -0.63
H -2.53 3.09 -1.69
H -3.24 0.71 2.00
H -3.80 -0.68 1.05
H -4.64 0.88 0.93
I 2.56 -0.95 0.87